{"formula": "C8H9N2", "method": "ωB97M-V/def2-TZVPD", "symbols": ["N", "N", "C", "C", "C", "C", "C", "C", "C", "C", "H", "H", "H", "H", "H", "H", "H", "H", "H"], "coordinates": [[-2.295170, -1.125089, 0.244046], [-0.025366, -0.326429, 0.416854], [1.028757, -0.896422, 1.163160], [2.678531, 0.482895, 0.154780], [2.316270, -0.555127, 1.059615], [-1.190874, -0.827309, 0.848593], [-0.499362, 1.309013, -1.490185], [1.717043, 1.037697, -0.605579], [-3.276784, -0.630295, -0.356119], [0.308066, 0.663189, -0.598779], [-1.144723, -1.322587, 1.817458], [-3.553163, 0.424309, -0.290990], [-0.053347, 2.057504, -2.116748], [0.731560, -1.689815, 1.830579], [3.707172, 0.794888, 0.099784], [3.047371, -1.071907, 1.658897], [-3.931585, -1.272134, -0.933999], [-1.549450, 1.128469, -1.604554], [1.985055, 1.819152, -1.296813]], "atomic_forces_ev_per_a": [[-0.26, 0.83, -1.48], [-0.80, 0.10, -0.01], [1.44, -0.43, 0.80], [-0.39, 0.55, -0.62], [-0.92, -0.30, 0.19], [0.62, -0.45, 0.56], [0.30, -1.38, 1.55], [0.85, -0.17, 0.32], [-0.60, 0.23, -0.06], [-0.40, 0.69, -0.99], [0.17, 0.31, 0.00], [0.15, -0.07, 0.14], [0.09, 0.07, -0.14], [-0.03, 0.01, -0.05], [0.08, 0.17, -0.15], [0.01, -0.05, 0.07], [0.04, -0.17, -0.01], [-0.28, -0.03, 0.03], [-0.08, 0.08, -0.14]], "smiles": "C=[N+]=CN1C=CC=CC1=C", "total_charge": 1, "total_energy_ha": -419.4000, "relative_energy_kcal_mol": 31.6}